The following is a DFT calculation (wB97M-V/def2-TZVPD) of a molecular structure, C37H41N5O3PbSSb in a non-equilibrium geometry.

Values from the calculation:
Highest occupied orbital energy in hartree: -0.3864
Strongest force on any atom in Eh/bohr: 0.034
Total charge: +1
Relative energy (zero: lowest compared OMol25 entry of this formula, charge and spin) in kJ/mol: 64.11
LUMO energy in eV: -2.860
HOMO-LUMO gap in eV: 7.66

Cartesian coordinates (Å):
Pb (-0.49991, 0.14238, 0.82698)
C (-2.84301, 2.11988, 3.16048)
C (-3.14971, 1.00098, 2.21688)
C (-3.42771, 1.25708, 0.87298)
C (-3.80261, 0.23208, 0.01638)
C (-3.90431, -1.06772, 0.48678)
C (-3.61191, -1.33792, 1.81388)
C (-3.23001, -0.31542, 2.66898)
H (-3.77531, 2.58378, 3.48568)
H (-2.23421, 2.88118, 2.67728)
H (-2.32401, 1.74978, 4.04328)
H (-3.37031, 2.26998, 0.50778)
H (-4.05431, 0.46208, -1.00772)
H (-4.22801, -1.86092, -0.17012)
H (-3.70591, -2.34512, 2.19218)
H (-3.03791, -0.52712, 3.71238)
N (2.94679, -3.19462, 1.28628)
C (1.70359, -2.85832, 1.66178)
N (1.36369, -1.73292, 1.07838)
C (2.44849, -1.41122, 0.32018)
N (3.42179, -2.29292, 0.43678)
C (2.50619, -0.24532, -0.53032)
C (3.58849, -0.02982, -1.39332)
N (3.66619, 1.03928, -2.15732)
C (2.66309, 1.90048, -2.09992)
C (1.55149, 1.67568, -1.29382)
N (1.48739, 0.61758, -0.49752)
H (3.51589, -3.98262, 1.55728)
H (1.09769, -3.43102, 2.33098)
H (4.39669, -0.74422, -1.44952)
H (2.74769, 2.78758, -2.71102)
H (0.70959, 2.35228, -1.27352)
O (1.07539, 2.75928, 1.92388)
C (0.19569, 3.21268, 1.18528)
O (-0.64661, 2.49128, 0.54818)
C (0.08739, 4.68078, 0.92818)
C (-1.09731, 5.22908, 0.44498)
C (-1.16441, 6.57238, 0.12818)
C (-0.04491, 7.37578, 0.28188)
C (1.13659, 6.83578, 0.76758)
C (1.20109, 5.49558, 1.10078)
H (-1.95731, 4.58808, 0.31888)
H (-2.08981, 6.98648, -0.24692)
H (-0.09661, 8.42268, 0.01998)
H (2.01109, 7.45938, 0.88088)
H (2.11219, 5.06128, 1.48118)
O (-0.58321, -1.28722, -1.38532)
S (-1.66421, -2.16292, -1.90262)
C (-2.41111, -1.22992, -3.33542)
C (-1.38791, -0.83912, -4.34052)
C (-1.33201, -1.47752, -5.57482)
C (-0.35111, -1.14882, -6.49212)
C (0.58809, -0.18042, -6.18022)
C (0.54339, 0.45708, -4.95102)
C (-0.44291, 0.13608, -4.03522)
C (-0.75741, -3.47192, -2.84922)
C (0.07529, -4.23992, -1.87442)
C (-0.53481, -4.90062, -0.81222)
C (0.21549, -5.64942, 0.07528)
C (1.58879, -5.74512, -0.08632)
C (2.20839, -5.06302, -1.11992)
C (1.45689, -4.30462, -2.00152)
H (-2.87061, -0.36122, -2.86472)
H (-3.18191, -1.87892, -3.74722)
H (-2.07191, -2.22282, -5.82702)
H (-0.31651, -1.65522, -7.44422)
H (1.35449, 0.07428, -6.89512)
H (1.28279, 1.20578, -4.70502)
H (-0.48041, 0.63638, -3.07852)
H (-0.14711, -3.00582, -3.62062)
H (-1.52461, -4.10212, -3.29702)
H (-1.60751, -4.84272, -0.69832)
H (-0.26711, -6.17142, 0.88798)
H (2.17169, -6.35292, 0.59028)
H (3.27959, -5.12592, -1.24422)
H (1.95139, -3.78182, -2.80622)
C (0.78489, 2.08988, 4.88688)
Sb (0.77159, 0.44948, 3.49288)
C (-0.00391, -1.09112, 4.82028)
C (2.83269, -0.09512, 3.81278)
H (1.05249, 1.73128, 5.87558)
H (-0.18011, 2.57988, 4.91638)
H (1.52049, 2.79978, 4.53038)
H (0.77509, -1.47352, 5.46658)
H (-0.39291, -1.90632, 4.22178)
H (-0.80741, -0.70182, 5.43358)
H (2.97889, -0.24282, 4.87778)
H (3.47679, 0.70018, 3.46078)
H (3.06959, -1.01282, 3.28718)


The following is a DFT calculation (wB97M-V/def2-TZVPD) of a molecular structure, C64H49N8OPS3V in a non-equilibrium geometry.

Values from the calculation:
Highest occupied orbital energy (spin up / spin down) in hartree: -0.2258 / -0.2066
Strongest force on any atom in Eh/bohr: 0.036
<S²>: 0.7788
LUMO energy (spin up / spin down) in eV: -0.132 / -0.210
HOMO-LUMO gap (spin up / spin down) in eV: 6.01 / 5.41
2S+1: 2

Cartesian coordinates (Å):
V (-0.76087, 0.32203, 1.25935)
C (-0.48131, -4.76106, 1.12323)
N (0.10141, -3.44772, 1.42880)
C (-0.42924, -2.23070, 1.16277)
N (0.42389, -1.28575, 1.53902)
C (1.50266, -1.89561, 2.12473)
C (1.32089, -3.25079, 2.02985)
C (2.26695, -4.35997, 2.28697)
C (3.53483, -4.29748, 1.70981)
C (4.45199, -5.31919, 1.92465)
C (4.10997, -6.41227, 2.71776)
C (2.85068, -6.47623, 3.30144)
C (1.93280, -5.45075, 3.08802)
C (2.56764, -1.16449, 2.84461)
C (3.14459, -1.70729, 3.99720)
C (4.07893, -0.98181, 4.71954)
C (4.43367, 0.30167, 4.31257)
C (3.85510, 0.84773, 3.17736)
C (2.93399, 0.11104, 2.44812)
P (-1.93112, -2.05095, 0.11525)
C (-3.03141, -0.75186, 0.82878)
N (-2.71444, 0.51867, 1.06464)
C (-3.87127, 1.20952, 1.29829)
C (-4.92673, 0.34335, 1.14902)
N (-4.38260, -0.87778, 0.84697)
C (-5.13305, -2.12817, 0.65631)
C (-6.37902, 0.58596, 1.31806)
C (-6.83014, 1.25869, 2.45473)
C (-8.18543, 1.51414, 2.62472)
C (-9.10174, 1.10461, 1.66035)
C (-8.65880, 0.44103, 0.52216)
C (-7.30250, 0.18661, 0.35130)
C (-3.89099, 2.65518, 1.61403)
C (-3.13632, 3.14741, 2.67436)
C (-3.15761, 4.50757, 2.96312)
C (-3.93664, 5.37211, 2.20265)
C (-4.69291, 4.87942, 1.14269)
C (-4.66605, 3.52256, 0.84774)
C (-1.20891, -0.96551, -1.16774)
N (-0.72716, 0.23749, -0.92490)
C (-0.41579, 0.79739, -2.15041)
C (-0.72399, -0.10179, -3.14100)
N (-1.22572, -1.22171, -2.50032)
C (-1.69649, -2.44748, -3.16158)
C (-0.65344, -0.04346, -4.62760)
C (-1.74258, 0.44799, -5.34862)
C (-1.71266, 0.47290, -6.73713)
C (-0.59069, 0.00593, -7.41503)
C (0.49581, -0.49182, -6.70157)
C (0.46374, -0.52289, -5.31194)
C (0.15156, 2.16613, -2.26452)
C (0.68838, 2.65245, -3.46003)
C (1.22680, 3.93084, -3.52275)
C (1.24883, 4.74238, -2.39177)
C (0.71472, 4.26578, -1.20055)
C (0.16268, 2.99321, -1.14335)
H (-1.20793, -4.66233, 0.33143)
H (0.30562, -5.43244, 0.80226)
H (-0.96931, -5.18072, 1.99670)
H (3.78647, -3.43686, 1.09294)
H (5.43657, -5.26322, 1.47176)
H (4.82578, -7.20905, 2.88449)
H (2.58408, -7.31710, 3.93462)
H (0.96177, -5.48504, 3.57420)
H (2.83492, -2.68155, 4.35358)
H (4.50589, -1.40653, 5.62088)
H (5.13554, 0.88484, 4.89714)
H (4.09618, 1.86113, 2.86957)
H (2.46469, 0.55388, 1.58771)
H (-6.08536, -2.04641, 1.16689)
H (-5.31027, -2.32212, -0.39748)
H (-4.57676, -2.95374, 1.07629)
H (-6.11167, 1.57758, 3.20536)
H (-8.52586, 2.03230, 3.51552)
H (-10.15817, 1.30779, 1.79352)
H (-9.36769, 0.12941, -0.23928)
H (-6.95736, -0.30461, -0.55413)
H (-2.53833, 2.46272, 3.26591)
H (-2.55919, 4.88744, 3.78374)
H (-3.95042, 6.43198, 2.43019)
H (-5.29794, 5.55055, 0.54342)
H (-5.24064, 3.13417, 0.01067)
H (-1.04201, -2.68798, -3.99298)
H (-1.68148, -3.26668, -2.45088)
H (-2.70907, -2.32154, -3.53912)
H (-2.60910, 0.82451, -4.81240)
H (-2.56545, 0.85792, -7.29183)
H (-0.56455, 0.02892, -8.49794)
H (1.37291, -0.85760, -7.22443)
H (1.30856, -0.91652, -4.75437)
H (0.70605, 2.03178, -4.34722)
H (1.63543, 4.29305, -4.45919)
H (1.67015, 5.74055, -2.44324)
H (0.72598, 4.87911, -0.30514)
H (-0.26647, 2.63909, -0.22118)
S (-1.09583, 0.15338, 3.67685)
C (0.10064, 1.39662, 3.74119)
S (0.31834, 2.15303, 2.16548)
C (0.87575, 1.70884, 4.84224)
C (1.91784, 2.71396, 4.76688)
N (2.74998, 3.51479, 4.70870)
C (0.71665, 0.98829, 6.08980)
N (0.59454, 0.41932, 7.08810)
O (2.27472, -1.37130, -0.59496)
S (2.37000, 0.01436, -1.18000)
C (3.83231, 0.80064, -0.52658)
C (4.88461, 0.02072, -0.06815)
C (5.98839, 0.65082, 0.48360)
C (6.02870, 2.04326, 0.57160)
C (4.96442, 2.81053, 0.11179)
C (3.84467, 2.18695, -0.43387)
C (3.00326, -0.24376, -2.84554)
C (3.26153, -1.54658, -3.24261)
C (3.71981, -1.77763, -4.54085)
C (3.90374, -0.71350, -5.41904)
C (3.63004, 0.58907, -5.00516)
C (3.17836, 0.83018, -3.71456)
H (4.82061, -1.06363, -0.13258)
H (6.81470, 0.05762, 0.86154)
H (6.88660, 2.52945, 1.02457)
H (4.99253, 3.89287, 0.19720)
H (2.98145, 2.77075, -0.75732)
H (3.09569, -2.35579, -2.53459)
H (3.92966, -2.79279, -4.86655)
H (4.26551, -0.89793, -6.42510)
H (3.76106, 1.41867, -5.69403)
H (2.96329, 1.84484, -3.38622)


The following is a DFT calculation (wB97M-V/def2-TZVPD) of a molecular structure, C3H9AgBrNaO4P in a non-equilibrium geometry.

Values from the calculation:
Highest occupied orbital energy (spin up / spin down) in hartree: -0.3754 / -0.4753
Strongest force on any atom in Eh/bohr: 0.068
Total charge: +1
<S²>: 2.0039
LUMO energy (spin up / spin down) in eV: -4.974 / -8.636
HOMO-LUMO gap (spin up / spin down) in eV: 5.24 / 4.30
2S+1: 3

Cartesian coordinates (Å):
Na (-38.87801, -20.14644, -5.89399)
Ag (-37.36139, -18.83746, -9.44583)
Br (-37.28035, -21.43128, -8.06340)
C (-38.26412, -25.33915, -8.57631)
O (-38.56326, -25.04093, -9.93296)
P (-40.02649, -25.29107, -10.47689)
O (-40.49641, -26.66692, -10.29817)
O (-40.90778, -24.15410, -9.70921)
C (-40.33141, -22.93177, -9.55731)
O (-40.08274, -24.78694, -12.00984)
C (-41.29207, -24.65888, -12.67054)
H (-37.25320, -25.74609, -8.55293)
H (-38.75760, -26.24659, -8.22826)
H (-38.42681, -24.46734, -7.94260)
H (-40.46958, -22.55453, -8.54406)
H (-40.72495, -22.06323, -10.08540)
H (-39.26501, -22.85677, -9.77010)
H (-41.94478, -25.51419, -12.49586)
H (-41.08082, -24.63069, -13.73950)
H (-41.81223, -23.74074, -12.39752)


The following is a DFT calculation (wB97M-V/def2-TZVPD) of 2 unconnected molecules or ions with the total composition C3H11NS in a non-equilibrium geometry.

Values from the calculation:
Highest occupied orbital energy in hartree: -0.3337
Strongest force on any atom in Eh/bohr: 0.055
Relative energy (zero: lowest compared OMol25 entry of this formula, charge and spin) in kJ/mol: 94.26
LUMO energy in eV: 0.720
Structure (SMILES): CCN.CS
HOMO-LUMO gap in eV: 9.80

Cartesian coordinates (Å):
C (-2.73017, -2.92718, -2.50731)
C (-1.40253, -2.70227, -1.83277)
N (-1.62116, -2.00729, -0.54438)
H (-2.48609, -3.54836, -3.35838)
H (-3.52875, -3.31076, -1.88272)
H (-3.10872, -1.87280, -2.87179)
H (-0.90326, -3.67309, -1.71902)
H (-0.81502, -2.05214, -2.54378)
H (-0.66623, -1.80851, -0.16665)
H (-1.91520, -2.62790, 0.22167)
C (1.20088, 2.08112, 2.45212)
S (2.35405, 2.87050, 1.21687)
H (0.33138, 2.70695, 2.86107)
H (0.79640, 1.29147, 1.85756)
H (1.85212, 1.73613, 3.20504)
H (1.71768, 2.57199, 0.06552)